1.
69
Properties=species:S:1:pos:R:3 method="wB97M-V/def2-TZVPD" de_lowest_kj_mol=0.0 mol_weight_g_mol=685.8 lumo_ev="-0.42 / -0.54" total_energy_ev=-108823.120 e_homo_ha="-0.2472 / -0.2321"
Sc 0.58 0.74 0.26
C -6.54 -1.64 -1.80
O -6.91 -2.01 -0.45
C -6.17 -3.07 0.10
C -5.53 -3.96 -0.79
C -4.53 -4.77 -0.31
C -4.17 -4.66 1.07
C -5.11 -4.04 1.98
C -6.00 -3.13 1.50
N -2.80 -4.84 1.38
N -2.47 -4.44 2.62
C -1.45 -3.56 2.67
C -1.40 -2.64 3.79
C -1.03 -1.32 3.64
C -0.37 -0.94 2.45
O 0.17 0.20 2.29
C -0.12 -1.97 1.40
N 0.65 -1.55 0.36
C 0.95 -2.44 -0.60
C 0.57 -3.81 -0.49
C -0.11 -4.28 0.64
C -0.54 -3.32 1.58
H -6.79 -2.44 -2.48
H -5.43 -1.37 -1.89
H -7.16 -0.79 -2.12
H -5.75 -3.84 -1.84
H -3.95 -5.44 -0.97
H -5.02 -4.29 3.07
H -6.45 -2.34 2.11
H -1.86 -2.96 4.72
H -1.16 -0.66 4.47
H 1.49 -2.06 -1.47
H 0.89 -4.48 -1.28
H -0.40 -5.34 0.79
N 2.57 1.83 1.53
C 2.98 3.03 0.82
C 3.79 4.04 1.67
C 4.53 5.06 0.79
C 5.30 4.55 -0.48
N 4.41 4.29 -1.62
C 4.31 3.14 -2.25
N 3.21 2.88 -2.96
N 5.28 2.20 -2.34
C 1.73 3.62 0.14
O 1.74 4.76 -0.34
O 0.77 2.80 0.08
H 2.19 2.00 2.45
H 3.35 1.18 1.71
H 3.58 2.66 -0.05
H 4.53 3.53 2.28
H 3.15 4.64 2.39
H 5.27 5.58 1.42
H 3.87 5.87 0.43
H 5.88 3.62 -0.27
H 6.03 5.34 -0.82
H 3.56 4.82 -1.60
H 2.40 3.50 -3.00
H 3.06 1.92 -3.26
H 6.06 2.45 -1.74
H 4.89 1.25 -2.19
N 3.61 0.01 -1.32
C 2.69 0.16 -0.66
Cl -1.29 2.57 -3.67
C -1.91 1.04 -2.87
Cl -1.82 -0.31 -4.13
Cl -3.61 1.34 -2.46
C -1.00 0.71 -1.63
O 0.14 0.28 -1.95
O -1.34 1.07 -0.49

2.
17
Properties=species:S:1:pos:R:3 method="wB97M-V/def2-TZVPD" de_lowest_kj_mol=532.2 mol_weight_g_mol=98.1 lumo_ev=0.09 total_energy_ev=-8425.724 e_homo_ha=-0.3095
C -1.70 0.25 1.08
C -2.05 0.10 -0.36
C -0.99 -0.79 0.26
C 0.48 -0.60 -0.07
C 0.67 0.23 -1.34
C 2.27 0.60 0.14
O 1.18 0.19 0.90
H -1.10 1.11 1.37
H -2.40 -0.10 1.83
H -3.00 -0.35 -0.63
H -1.70 0.88 -1.04
H -1.28 -1.82 0.43
H 0.96 -1.59 -0.09
H 1.09 -0.42 -2.13
H 1.81 0.99 -0.88
H 3.02 -0.18 -0.03
H 2.73 1.51 0.56

3.
96
Properties=species:S:1:pos:R:3 method="wB97M-V/def2-TZVPD" de_lowest_kj_mol=27.8 mol_weight_g_mol=831.1 charge=-1 lumo_ev=1.90 total_energy_ev=-112531.478 e_homo_ha=-0.1364
Ca 1.29 0.47 1.20
S 0.71 0.63 3.94
C -0.96 0.13 3.94
C -1.29 -1.24 3.94
C -2.60 -1.65 3.94
C -3.61 -0.68 3.93
C -3.21 0.64 3.94
N -1.94 1.05 3.95
H -0.48 -1.96 3.95
H -2.85 -2.70 3.93
H -4.66 -0.94 3.92
H -3.95 1.43 3.94
N 5.31 -0.14 3.60
C 4.96 -1.46 3.84
C 5.49 -2.43 4.67
C 4.86 -3.66 4.65
C 3.75 -3.91 3.84
C 3.22 -2.93 3.02
C 3.84 -1.68 3.02
N 3.53 -0.53 2.32
C 4.41 0.35 2.70
C 4.41 1.72 2.21
C 5.39 2.66 2.31
S 4.89 4.09 1.52
C 3.40 3.34 1.11
N 3.29 2.12 1.53
H 6.00 0.40 4.10
H 6.35 -2.24 5.30
H 5.24 -4.46 5.29
H 3.28 -4.89 3.86
H 2.36 -3.09 2.38
H 6.36 2.58 2.77
H 2.63 3.82 0.53
O 1.04 2.47 -0.21
C 1.36 1.77 -1.23
O 1.70 0.56 -1.11
C 1.29 2.41 -2.59
C 0.65 3.66 -2.63
C 0.46 4.36 -3.80
C 0.94 3.80 -4.98
C 1.58 2.59 -4.97
C 1.80 1.83 -3.79
S 2.63 0.31 -3.99
H 0.29 4.05 -1.69
H -0.05 5.32 -3.79
H 0.80 4.32 -5.93
H 1.95 2.16 -5.89
C 2.95 -1.93 -1.09
C 1.56 -2.24 -0.67
N 1.09 -2.18 0.56
C -0.20 -2.67 0.50
C -0.52 -3.00 -0.78
N 0.61 -2.70 -1.52
C 0.72 -2.78 -2.97
N -0.56 -2.50 -3.58
N -1.36 -3.50 -4.02
N -2.47 -3.01 -4.42
C -2.44 -1.64 -4.21
C -3.39 -0.64 -4.47
C -3.04 0.64 -4.14
C -1.80 0.95 -3.54
C -0.86 -0.01 -3.28
C -1.22 -1.31 -3.65
H 3.48 -1.51 -0.25
H 2.96 -1.21 -1.92
H 3.45 -2.86 -1.40
H -0.82 -2.73 1.38
H -1.41 -3.39 -1.23
H 1.01 -3.78 -3.29
H 1.44 -2.03 -3.31
H -4.34 -0.89 -4.93
H -3.74 1.45 -4.33
H -1.56 1.98 -3.30
H 0.11 0.20 -2.84
C -5.38 1.85 0.46
C -4.18 1.94 -0.48
N -3.19 0.91 -0.23
C -3.45 -0.42 -0.76
C -3.84 -1.44 0.31
C -2.02 1.16 0.45
C -1.82 2.52 1.04
N -1.08 0.29 0.59
H -6.09 2.66 0.25
H -5.07 1.93 1.50
H -5.91 0.90 0.33
H -3.71 2.92 -0.39
H -4.51 1.84 -1.52
H -2.58 -0.76 -1.32
H -4.25 -0.32 -1.49
H -3.07 -1.52 1.08
H -3.98 -2.42 -0.15
H -4.77 -1.15 0.81
H -1.54 3.23 0.26
H -1.02 2.46 1.77
H -2.71 2.88 1.56
H -1.29 -0.60 0.13

4.
121
Properties=species:S:1:pos:R:3 method="wB97M-V/def2-TZVPD" de_lowest_kj_mol=155.6 mol_weight_g_mol=1072.9 charge=-1 lumo_ev="1.86 / 0.96" total_energy_ev=-111090.114 e_homo_ha="-0.1770 / -0.1116"
Y 1.05 0.35 1.22
N 2.07 -0.25 -1.31
C 3.52 -0.42 -1.13
C 4.11 0.38 0.05
O 5.29 0.71 -0.01
N 3.26 0.57 1.06
C 3.79 1.25 2.24
C 2.94 0.97 3.49
O 3.45 1.06 4.60
O 1.69 0.68 3.28
H 1.90 0.66 -1.73
H 1.73 -0.94 -1.97
H 3.74 -1.47 -0.95
H 4.09 -0.12 -2.02
H 4.83 0.95 2.42
H 3.79 2.34 2.09
O -1.98 2.45 1.61
P -3.19 1.73 2.05
C -3.74 0.47 0.83
P -2.37 -0.73 0.47
O -1.31 -0.69 1.51
C -1.74 -0.41 -1.20
C -1.39 -1.48 -2.03
C -0.85 -1.22 -3.28
C -0.63 0.09 -3.69
C -0.96 1.15 -2.86
C -1.52 0.90 -1.61
C -3.23 -2.31 0.36
C -4.15 -2.53 -0.67
C -4.77 -3.76 -0.78
C -4.48 -4.77 0.14
C -3.58 -4.54 1.17
C -2.95 -3.32 1.28
C -4.62 2.84 2.22
C -4.31 4.19 2.40
C -5.32 5.12 2.56
C -6.64 4.71 2.56
C -6.96 3.37 2.39
C -5.95 2.44 2.22
C -2.98 0.91 3.65
C -3.90 0.03 4.19
C -3.61 -0.62 5.38
C -2.40 -0.38 6.03
C -1.49 0.53 5.50
C -1.79 1.18 4.31
H -4.03 1.00 -0.08
H -4.59 -0.09 1.21
H -1.56 -2.50 -1.70
H -0.61 -2.05 -3.93
H -0.20 0.28 -4.66
H -0.77 2.17 -3.16
H -1.79 1.73 -0.96
H -4.35 -1.75 -1.39
H -5.46 -3.95 -1.59
H -4.95 -5.74 0.04
H -3.35 -5.33 1.87
H -2.22 -3.13 2.06
H -3.26 4.48 2.37
H -5.07 6.17 2.69
H -7.43 5.44 2.69
H -7.99 3.06 2.38
H -6.21 1.39 2.08
H -4.84 -0.16 3.68
H -4.32 -1.31 5.81
H -2.17 -0.91 6.94
H -0.55 0.72 5.99
H -1.09 1.89 3.89
C 0.75 2.20 0.08
C 0.74 3.19 -0.65
C 0.68 4.22 -1.60
C -0.44 5.16 -1.48
C -0.83 5.58 -0.20
C -1.83 6.52 -0.03
C -2.51 7.03 -1.13
C -2.17 6.59 -2.40
C -1.15 5.67 -2.57
C 1.76 4.35 -2.55
C 2.86 3.45 -2.49
C 3.94 3.58 -3.34
C 3.98 4.60 -4.29
C 2.92 5.50 -4.34
C 1.84 5.39 -3.49
H -0.31 5.16 0.66
H -2.09 6.86 0.96
H -3.29 7.77 -1.00
H -2.71 6.96 -3.26
H -0.93 5.30 -3.57
H 2.85 2.68 -1.74
H 4.77 2.89 -3.25
H 4.82 4.70 -4.95
H 2.95 6.32 -5.06
H 1.06 6.13 -3.53
C 6.23 -6.82 -3.78
C 4.97 -6.16 -3.24
S 5.07 -6.07 -1.44
O 5.02 -7.41 -0.91
O 6.20 -5.25 -1.09
C 3.56 -5.19 -1.02
C 3.34 -5.15 0.48
N 2.32 -4.17 0.80
C 2.55 -2.90 1.28
N 1.47 -2.15 1.18
C 0.50 -2.95 0.61
C 1.00 -4.20 0.36
N 0.32 -5.28 -0.14
O -0.91 -5.07 -0.47
O 0.92 -6.41 -0.30
C 3.84 -2.51 1.91
H 6.21 -6.86 -4.87
H 6.31 -7.83 -3.39
H 7.10 -6.26 -3.46
H 4.07 -6.74 -3.46
H 4.86 -5.13 -3.59
H 2.73 -5.71 -1.50
H 3.69 -4.18 -1.43
H 4.26 -4.88 1.00
H 3.01 -6.13 0.81
H -0.50 -2.62 0.40
H 4.10 -3.19 2.72
H 3.76 -1.50 2.30
H 4.67 -2.52 1.18

5.
84
Properties=species:S:1:pos:R:3 method="wB97M-V/def2-TZVPD" mol_weight_g_mol=696.6 charge=-1 lumo_ev=1.90 total_energy_ev=-61847.601 e_homo_ha=-0.1734
O 5.27 -1.56 2.26
C 4.45 -0.78 1.95
I 2.68 -0.67 3.26
C 4.52 0.10 0.68
C 3.45 -0.49 -0.29
O 3.02 0.46 -1.28
C 1.79 0.97 -1.02
O 1.63 2.16 -0.97
C 0.57 0.05 -0.81
C -0.09 0.21 0.41
C -1.19 -0.65 0.65
C -1.46 -1.54 -0.41
C -0.74 -1.57 -1.61
N 0.29 -0.76 -1.82
C 4.02 -1.74 -1.06
O 5.02 -1.56 -1.76
O 3.40 -2.83 -0.93
H 4.21 1.12 0.94
H 5.55 0.02 0.29
H 2.64 -0.89 0.35
H 0.24 0.93 1.17
H -1.76 -0.64 1.58
H -2.28 -2.26 -0.28
H -1.03 -2.29 -2.39
C -1.69 3.24 4.96
C -1.68 2.91 3.49
O -0.92 2.09 3.03
C -2.65 3.66 2.61
H -0.94 2.63 5.47
H -1.44 4.29 5.11
H -2.67 3.02 5.39
H -2.45 4.73 2.65
H -3.67 3.46 2.93
H -2.54 3.32 1.58
C 4.84 4.89 -0.69
C 5.69 3.67 -0.41
O 5.18 2.61 -0.15
C 7.19 3.83 -0.48
H 3.79 4.62 -0.61
H 5.07 5.67 0.04
H 5.04 5.25 -1.70
H 7.51 4.57 0.26
H 7.48 4.15 -1.48
H 7.66 2.88 -0.26
C -2.34 1.45 -2.46
C -3.40 2.19 -1.68
O -3.25 2.46 -0.51
C -4.66 2.57 -2.42
H -1.49 1.24 -1.82
H -2.75 0.51 -2.84
H -2.00 2.07 -3.30
H -5.16 1.68 -2.79
H -4.42 3.24 -3.25
H -5.33 3.10 -1.74
C 3.21 -4.17 2.13
C 2.88 -4.90 3.40
O 2.12 -4.44 4.22
C 3.53 -6.25 3.61
H 2.68 -3.23 2.10
H 4.28 -3.97 2.09
H 2.91 -4.77 1.26
H 4.62 -6.13 3.63
H 3.25 -6.93 2.81
H 3.21 -6.66 4.56
C 1.43 -4.60 -2.22
C 0.58 -5.60 -1.49
O 0.25 -5.45 -0.33
C 0.14 -6.82 -2.27
H 1.68 -3.77 -1.55
H 2.36 -5.06 -2.55
H 0.89 -4.20 -3.07
H 1.01 -7.39 -2.60
H -0.46 -6.52 -3.13
H -0.47 -7.46 -1.63
C -8.06 2.43 -0.66
C -8.41 2.54 -2.12
O -7.60 2.32 -2.99
C -9.83 2.93 -2.47
H -7.02 2.14 -0.56
H -8.21 3.39 -0.17
H -8.68 1.67 -0.18
H -10.05 3.91 -2.05
H -10.53 2.19 -2.07
H -9.94 2.97 -3.55